Entry from OMol25: 6 unconnected molecules or ions with the total composition C3H18N2O6S2 at a distorted geometry (ωB97M-V/def2-TZVPD).

Computed properties:
max |F|	1.43	eV Å⁻¹
SMILES	NC(=O)[C@H](N)CSS.O.O.O.O.O
spin multiplicity	1
charge	0

```
31
Properties=species:S:1:pos:R:3:forces:R:3
N -0.842 -2.102 2.097 0.14 0.11 0.06
C -0.718 -1.147 1.151 -0.64 -0.82 0.52
O 0.028 -1.292 0.194 0.29 0.44 0.26
C -1.747 -0.036 1.208 -0.29 0.78 -1.16
N -2.563 -0.312 0.007 0.52 0.08 -0.06
C -1.091 1.385 1.263 0.38 -0.35 0.67
S -1.743 2.686 0.213 -0.71 0.34 -0.05
S -0.526 3.222 -1.324 0.46 0.03 0.20
H -1.313 -1.952 2.968 -0.18 0.16 -0.04
H -0.271 -2.924 2.032 0.27 -0.04 0.01
H -2.393 -0.131 2.076 0.04 -0.19 0.12
H -3.117 0.504 -0.237 -0.10 0.00 0.24
H -1.890 -0.388 -0.758 -0.14 -0.12 -0.03
H -1.350 1.807 2.239 0.18 -0.05 0.06
H -0.003 1.319 1.254 -0.06 0.10 -0.28
H -0.985 2.472 -2.327 -0.19 -0.32 -0.12
O 1.831 -0.063 2.075 -0.12 0.05 0.64
H 2.142 0.797 1.745 0.18 -0.23 -0.35
H 1.676 -0.618 1.307 0.12 0.18 -0.24
O 2.747 2.039 0.423 -0.14 0.13 0.03
H 2.599 1.668 -0.477 0.07 0.08 0.12
H 2.349 2.913 0.369 0.05 0.01 0.08
O 0.355 -3.449 -1.262 1.05 -0.39 -0.48
H 0.721 -3.000 -0.493 -0.11 0.13 0.06
H -0.576 -3.465 -1.091 -0.87 0.04 0.12
O 2.286 1.144 -2.081 -0.10 -0.41 -0.12
H 1.715 0.345 -2.075 0.14 0.32 -0.15
H 1.754 1.751 -2.604 0.08 0.18 0.05
O 0.312 -0.703 -2.499 0.00 0.49 0.20
H 0.590 -1.497 -2.026 -0.37 -0.45 -0.02
H 0.022 -0.972 -3.366 0.06 -0.29 -0.33
```
Positions in Å, forces in eV/Å.

***

Entry from OMol25: a molecular structure, C27H29FN2O3SbSe5W at a distorted geometry (ωB97M-V/def2-TZVPD).

Computed properties:
max |F|	1.07	eV Å⁻¹
spin multiplicity	3
charge	-1

```
69
Properties=species:S:1:pos:R:3:forces:R:3
W 0.156 -0.653 -0.747 0.19 1.04 -0.19
C 0.138 3.392 1.880 -0.03 0.02 0.09
C -0.396 2.019 2.222 -0.06 -0.08 -0.01
C 0.468 1.034 2.711 -0.03 -0.03 -0.12
C 1.914 1.354 2.998 0.01 0.00 -0.01
C 0.007 -0.277 2.909 0.02 0.00 -0.03
C 0.958 -1.345 3.396 0.01 0.01 0.02
C -1.335 -0.589 2.653 -0.01 0.01 -0.02
C -1.902 -1.944 2.991 0.03 -0.03 0.03
C -2.193 0.396 2.146 -0.01 0.02 0.09
C -3.611 0.026 1.786 -0.01 0.01 0.01
C -1.741 1.707 1.982 0.07 -0.01 0.01
C -2.716 2.784 1.561 0.03 -0.01 0.01
H 0.166 4.051 2.754 0.01 0.02 -0.01
H -0.472 3.881 1.122 -0.07 0.01 -0.02
H 1.145 3.337 1.472 0.02 -0.05 0.02
H 2.243 0.892 3.929 -0.01 -0.03 0.01
H 2.088 2.423 3.090 -0.01 0.03 0.00
H 2.560 0.981 2.198 -0.01 0.01 -0.01
H 0.946 -1.417 4.489 -0.01 -0.02 0.01
H 1.978 -1.135 3.086 0.01 0.02 0.02
H 0.713 -2.324 2.987 0.02 0.04 0.03
H -1.161 -2.616 3.414 -0.04 0.03 0.02
H -2.305 -2.446 2.112 0.00 -0.02 0.00
H -2.715 -1.837 3.715 -0.03 0.00 -0.01
H -4.292 0.139 2.636 -0.01 0.00 0.00
H -3.673 -1.008 1.455 0.01 0.00 0.01
H -3.989 0.645 0.975 0.00 0.02 -0.01
H -2.769 2.896 0.475 0.00 0.01 -0.10
H -2.445 3.753 1.975 0.05 0.03 0.01
H -3.725 2.563 1.908 0.02 -0.02 0.01
Se 0.979 -4.725 -2.666 -0.02 0.02 0.06
Sb 0.579 -3.854 -0.488 -0.07 -0.35 0.11
Se 2.145 -1.864 0.008 -0.22 -0.09 -0.07
Se -1.587 -2.341 -0.613 0.22 -0.05 -0.03
Se 0.371 -5.108 1.542 0.02 0.01 -0.03
C 0.319 5.816 -4.376 0.04 0.02 0.00
C -0.883 4.931 -4.654 -0.04 -0.02 0.02
C -2.139 5.766 -4.860 0.04 -0.01 0.00
C -3.306 4.874 -5.236 0.00 0.01 -0.01
C -3.474 3.774 -4.227 -0.05 -0.04 0.04
C -4.693 3.159 -4.054 0.02 0.01 -0.02
C -4.834 2.118 -3.144 -0.03 -0.04 0.03
F -6.048 1.549 -3.019 0.00 0.01 0.00
C -3.790 1.665 -2.394 0.04 -0.01 0.02
C -2.546 2.293 -2.537 0.11 -0.05 0.03
C -1.405 1.771 -1.779 -0.11 0.13 -0.12
O -1.557 0.711 -1.129 0.07 -0.15 0.09
C -0.202 2.516 -1.877 0.07 0.00 -0.04
C -0.126 3.536 -2.785 0.00 -0.03 0.05
N -1.129 3.951 -3.565 -0.05 0.03 -0.07
C -2.383 3.347 -3.444 0.07 -0.01 0.01
C 1.048 2.223 -1.090 -0.24 -0.12 0.01
O 1.998 2.976 -1.154 0.01 0.10 0.01
O 1.009 1.163 -0.328 -0.05 -0.29 -0.06
H 0.346 6.598 -5.135 0.01 0.00 -0.01
H 1.265 5.282 -4.431 0.00 -0.01 0.01
H 0.239 6.293 -3.397 0.00 0.01 -0.01
H -0.696 4.346 -5.561 -0.01 0.00 0.00
H -1.945 6.496 -5.646 0.01 0.00 0.00
H -2.353 6.319 -3.940 -0.01 -0.01 0.00
H -3.116 4.431 -6.219 -0.01 0.01 -0.01
H -4.232 5.446 -5.320 0.00 0.00 0.01
H -5.555 3.470 -4.631 0.01 0.02 -0.01
H -3.886 0.833 -1.711 -0.02 0.00 0.00
H 0.823 4.038 -2.884 0.02 -0.02 0.02
Se 0.669 0.223 -5.593 -0.11 0.10 0.16
C 0.513 -0.115 -3.864 0.19 0.04 -0.20
N 0.443 -0.311 -2.714 -0.09 -0.26 0.15
```
Positions in Å, forces in eV/Å.

***

Entry from OMol25: a molecular structure, C12H17BrCrN3O9P2Se at a distorted geometry (ωB97M-V/def2-TZVPD).

Computed properties:
max |F|	1.54	eV Å⁻¹
spin multiplicity	5
charge	-1

```
46
Properties=species:S:1:pos:R:3:forces:R:3
Cr 0.189 0.671 -0.547 -0.15 0.96 -0.79
O -2.631 -2.143 -1.634 0.43 -0.27 -0.06
P -1.128 -1.734 -1.218 -0.73 -1.23 -0.55
O -0.227 -2.870 -1.385 -0.30 -0.24 0.15
O -0.849 -0.425 -1.934 0.35 0.59 0.68
O -1.269 -1.401 0.381 -0.20 0.36 -0.10
P -2.243 -0.329 1.102 -0.80 -0.13 0.32
O -3.702 -0.650 0.402 0.50 0.54 -0.01
O -2.305 -0.647 2.539 -0.05 -0.23 0.15
O -1.902 1.062 0.655 0.35 -0.21 -0.26
H -3.215 -1.427 -1.373 -0.42 0.18 0.12
H -4.093 -1.346 0.924 -0.34 -0.46 0.23
Br 2.539 -4.388 -1.162 0.01 -0.49 0.07
C 2.215 -2.962 -2.336 0.38 0.05 -0.24
C 1.917 -3.257 -3.652 -0.01 0.03 0.03
C 1.715 -2.223 -4.548 0.06 0.01 -0.07
C 1.822 -0.908 -4.128 -0.06 0.15 -0.07
C 2.061 -0.626 -2.795 0.28 -0.17 0.04
C 2.271 -1.654 -1.884 0.12 0.00 0.03
C 2.434 -1.356 -0.412 0.53 -0.29 -0.25
O 3.383 -1.799 0.218 -0.10 0.19 -0.02
O 1.500 -0.635 0.076 -0.35 0.22 0.17
H 1.812 -4.287 -3.959 0.04 -0.06 -0.02
H 1.474 -2.448 -5.577 0.00 0.00 -0.09
H 1.698 -0.105 -4.841 -0.07 0.08 -0.02
H 2.111 0.401 -2.442 -0.01 -0.02 -0.07
N -1.032 2.281 -1.572 0.10 -0.06 -0.23
H -0.862 3.278 -1.648 0.12 -0.15 0.09
H -1.800 2.107 -0.923 -0.05 0.04 -0.01
H -1.301 1.910 -2.478 0.03 0.00 0.05
C 1.576 -0.133 3.029 0.67 -0.58 -0.36
N 0.541 0.858 3.131 -0.69 0.64 -0.20
C -0.423 0.906 4.093 -0.42 0.33 0.44
C -1.190 1.995 3.855 0.04 -0.25 0.54
N -0.686 2.614 2.748 0.53 -0.66 0.08
C -1.202 3.786 2.105 -0.06 0.35 -0.38
C 0.355 1.890 2.289 0.33 0.44 0.14
Se 1.442 2.389 0.877 0.41 0.41 -0.17
H 1.433 -0.884 3.800 -0.08 0.09 0.10
H 2.553 0.341 3.138 -0.05 -0.04 0.03
H 1.546 -0.614 2.044 0.03 0.14 0.27
H -0.501 0.163 4.857 -0.06 -0.19 0.05
H -2.049 2.365 4.374 -0.18 0.01 0.05
H -1.892 4.298 2.773 0.02 -0.07 0.07
H -1.723 3.495 1.191 0.01 0.02 0.06
H -0.366 4.442 1.849 -0.17 -0.02 0.02
```
Positions in Å, forces in eV/Å.

***

How do the records compare in total energy? In the order shown, they have -40339.8115 -375411.9318 -218018.5580 eV.
How do the records compare in ΔE to the lowest compared entry with this formula, charge and spin? In the order shown, they have 0.000 0.571 0.559 eV.